No. 1
53
Properties=species:S:1:pos:R:3 method="wB97M-V/def2-TZVPD" total_charge=+1 homo_lumo_gap_ev=8.5 e_tot_ev=-49361.48500 homo_energy_ev=-11.6
Pb 0.45 2.13 -1.25
O -0.63 1.35 2.91
C -0.53 1.80 1.80
N 0.57 1.68 0.97
C 1.77 1.19 1.51
O 2.20 1.42 2.61
C 2.46 0.23 0.55
C 3.62 -0.59 1.14
C 4.59 -1.20 0.09
C 4.22 -0.87 -1.38
C 3.43 0.37 -1.59
N 2.62 0.87 -0.74
C -1.73 2.48 1.17
C -2.81 2.83 1.97
C -3.89 3.47 1.38
C -3.86 3.73 0.02
C -2.75 3.34 -0.70
N -1.71 2.73 -0.14
H 4.04 -0.18 2.05
H 5.64 -1.20 0.34
H 5.06 -0.91 -2.07
H 3.50 0.88 -2.56
H -2.77 2.59 3.03
H -4.74 3.76 1.98
H -4.68 4.22 -0.47
H -2.69 3.51 -1.77
C -0.90 -1.28 -3.01
P -0.41 -0.56 -1.41
C 1.06 -1.45 -0.86
C 1.56 -1.09 0.50
C 2.75 -1.89 1.09
C 3.72 -2.49 0.04
C 3.34 -2.21 -1.43
C 1.89 -1.99 -1.76
C -1.81 -0.86 -0.31
C -2.97 -0.11 -0.58
C -4.07 -0.20 0.25
C -4.03 -1.00 1.38
C -2.89 -1.74 1.66
C -1.78 -1.67 0.82
H -1.03 -2.35 -2.90
H -0.15 -1.07 -3.77
H -1.84 -0.83 -3.32
H 0.75 -0.99 1.22
H 2.55 -2.49 1.97
H 4.11 -3.48 0.26
H 3.79 -2.92 -2.12
H 1.57 -2.18 -2.78
H -3.00 0.54 -1.45
H -4.96 0.37 0.02
H -4.88 -1.06 2.04
H -2.85 -2.37 2.54
H -0.91 -2.27 1.05

***

No. 2
58
Properties=species:S:1:pos:R:3 method="wB97M-V/def2-TZVPD" de_lowest_ev=0.000 homo_lumo_gap_ev=7.7 e_tot_ev=-48047.41946 homo_energy_ev=-8.3 smiles="COc1cc(/C=C2/NC(=O)N(CC(=O)Nc3ccc(C)cc3)C2=O)ccc1Oc1ccc([N+](=O)[O-])cn1"
C 4.31 0.46 1.63
H 5.38 0.31 1.49
H 3.82 -0.51 1.76
H 4.14 1.08 2.52
O 3.86 1.10 0.46
C 2.54 1.40 0.35
C 1.58 1.17 1.31
C 0.23 1.50 1.10
C -0.13 2.14 -0.09
C 0.83 2.37 -1.06
C 2.14 1.99 -0.86
O 3.08 2.23 -1.86
C 3.75 1.18 -2.33
N 3.32 -0.05 -2.02
C 3.98 -1.08 -2.50
C 5.10 -0.95 -3.31
C 5.54 0.34 -3.66
C 4.85 1.42 -3.16
H 5.14 2.43 -3.39
H 6.40 0.45 -4.29
N 5.79 -2.10 -3.79
O 6.73 -1.93 -4.54
O 5.40 -3.19 -3.42
H 3.60 -2.06 -2.23
H 0.56 2.84 -1.99
H -1.15 2.43 -0.26
C -0.70 1.12 2.14
C -2.05 1.07 2.17
N -2.73 0.51 3.24
C -4.07 0.36 2.99
O -4.89 -0.17 3.69
N -4.28 0.95 1.75
C -3.12 1.44 1.20
O -3.07 2.05 0.16
C -5.55 0.94 1.06
H -5.38 1.37 0.07
H -6.28 1.56 1.60
C -6.16 -0.46 0.94
O -7.36 -0.62 1.01
N -5.32 -1.51 0.79
C -3.93 -1.52 0.52
C -3.40 -0.86 -0.58
C -2.05 -0.91 -0.83
C -1.18 -1.62 -0.01
C -1.72 -2.29 1.09
C -3.08 -2.25 1.35
H -3.49 -2.78 2.20
H -1.07 -2.86 1.73
C 0.28 -1.70 -0.31
H 0.47 -2.58 -0.93
H 0.86 -1.81 0.60
H 0.62 -0.82 -0.85
H -1.65 -0.38 -1.69
H -4.06 -0.32 -1.24
H -5.76 -2.41 0.93
H -2.28 0.12 4.05
H -0.22 0.72 3.03
H 1.85 0.70 2.25

***

No. 3
56
Properties=species:S:1:pos:R:3 method="wB97M-V/def2-TZVPD" total_charge=+3 de_lowest_ev=0.000 homo_lumo_gap_ev="1.9 / 1.9" e_tot_ev=-43787.44107 homo_energy_ev="-15.3 / -15.2"
Os -0.90 0.15 0.21
O 1.79 -0.98 -2.48
C 0.85 -0.92 -1.76
N 0.29 0.29 -1.22
C 0.68 1.61 -1.66
O 1.42 1.83 -2.56
C -0.03 2.67 -0.86
C 0.12 4.00 -1.18
C -0.59 4.94 -0.44
C -1.41 4.51 0.59
C -1.50 3.15 0.86
N -0.82 2.24 0.15
C 0.06 -2.12 -1.29
C 0.24 -3.35 -1.88
C -0.59 -4.40 -1.50
C -1.57 -4.16 -0.55
C -1.68 -2.90 0.01
N -0.87 -1.89 -0.34
H 0.76 4.28 -2.01
H -0.51 6.00 -0.67
H -1.98 5.20 1.19
H -2.13 2.78 1.65
H 1.01 -3.46 -2.64
H -0.48 -5.37 -1.96
H -2.25 -4.94 -0.25
H -2.45 -2.68 0.74
C 6.57 -3.45 7.46
C 5.15 -3.11 7.26
C 4.45 -3.49 6.08
C 3.13 -3.19 5.90
C 2.43 -2.49 6.93
N 1.11 -2.21 6.85
C 0.15 -2.84 5.97
O -0.68 -3.54 6.45
N 0.25 -2.61 4.61
C 0.55 -1.43 3.91
C 1.47 -0.46 4.32
C 1.67 0.66 3.53
C 0.97 0.81 2.36
N 0.08 -0.13 1.95
C -0.11 -1.22 2.71
C 3.13 -2.08 8.11
C 4.44 -2.38 8.27
H 6.97 -4.06 6.66
H 6.70 -3.96 8.42
H 7.16 -2.53 7.54
H 4.99 -4.04 5.32
H 2.61 -3.53 5.02
H 0.67 -1.92 7.72
H -0.42 -3.21 4.14
H 2.03 -0.57 5.24
H 2.38 1.42 3.82
H 1.10 1.67 1.72
H -0.82 -1.95 2.34
H 2.58 -1.55 8.89
H 4.96 -2.09 9.17

***

No. 4
60
Properties=species:S:1:pos:R:3 method="wB97M-V/def2-TZVPD" total_charge=-1 de_lowest_ev=0.009 homo_lumo_gap_ev=6.5 e_tot_ev=-56434.50698 homo_energy_ev=-4.1
Ba 1.28 -0.31 -0.93
N 2.37 -3.90 1.82
C 2.43 -2.52 1.63
S 3.82 -1.86 0.89
N 1.31 -1.94 2.08
N 1.31 -0.60 1.75
C 0.50 0.17 2.37
C -0.38 -0.26 3.49
C 0.16 -0.64 4.71
C -0.66 -1.03 5.75
C -2.04 -1.06 5.57
C -2.59 -0.69 4.35
C -1.76 -0.29 3.30
C 0.50 1.61 1.94
C -0.25 2.56 2.62
C -0.20 3.88 2.22
C 0.61 4.23 1.16
C 1.32 3.22 0.53
N 1.27 1.94 0.89
H 3.26 -4.36 1.85
H 1.69 -4.17 2.51
H 1.24 -0.63 4.83
H -0.24 -1.32 6.70
H -2.69 -1.38 6.38
H -3.66 -0.73 4.20
H -2.18 -0.01 2.34
H -0.88 2.26 3.45
H -0.79 4.62 2.74
H 0.70 5.25 0.80
H 1.94 3.44 -0.34
C 1.70 -4.97 -3.47
C 1.67 -3.56 -2.94
N 1.46 -3.28 -1.71
O 1.27 -4.46 -0.93
C 1.93 -2.49 -3.93
C 2.26 -2.77 -5.36
N 1.85 -1.27 -3.46
O 2.03 -0.25 -4.23
H 1.18 -5.66 -2.82
H 2.73 -5.30 -3.58
H 1.26 -4.99 -4.47
H 1.47 -4.16 -0.03
H 2.95 -3.61 -5.47
H 2.73 -1.86 -5.76
H 1.39 -2.98 -5.99
O -3.11 0.75 0.28
C -2.36 1.27 -0.52
N -1.08 0.87 -0.84
C -0.57 1.78 -1.73
O 0.60 1.77 -2.14
C -1.58 2.83 -2.06
C -1.53 3.94 -2.88
C -2.67 4.74 -2.91
C -3.79 4.44 -2.14
C -3.82 3.31 -1.32
C -2.69 2.52 -1.31
H -0.66 4.16 -3.47
H -2.69 5.62 -3.54
H -4.65 5.09 -2.19
H -4.68 3.06 -0.71

***

No. 5
50
Properties=species:S:1:pos:R:3 method="wB97M-V/def2-TZVPD" de_lowest_ev=0.091 homo_lumo_gap_ev="6.5 / 7.2" spin_multiplicity=2 e_tot_ev=-138002.41928 homo_energy_ev="-7.4 / -7.5"
Fe 1.18 -0.49 0.05
Br 1.23 -0.34 2.52
C 1.49 1.54 2.50
C 1.70 2.19 3.68
C 1.87 3.59 3.64
C 1.83 4.26 2.45
C 1.63 3.57 1.23
C 1.62 4.25 -0.01
C 1.43 3.56 -1.18
C 1.24 2.15 -1.15
C 1.24 1.44 0.02
C 1.45 2.16 1.23
H 1.73 1.65 4.62
H 2.02 4.13 4.57
H 1.96 5.33 2.43
H 1.77 5.32 -0.03
H 1.44 4.08 -2.12
H 1.09 1.64 -2.09
C 5.52 -1.95 -0.90
C 5.26 -0.66 -0.47
C 3.94 -0.25 -0.24
C 2.90 -1.15 -0.44
C 3.16 -2.45 -0.86
C 4.48 -2.84 -1.09
H 6.54 -2.26 -1.09
H 6.07 0.05 -0.32
H 3.75 0.76 0.10
H 2.36 -3.16 -1.00
H 4.68 -3.85 -1.42
C -6.53 -1.25 -0.27
C -5.05 -1.40 -0.49
C -4.42 -2.64 -0.37
C -3.05 -2.79 -0.56
C -2.45 -4.16 -0.39
C -2.28 -1.67 -0.89
Te -0.22 -2.02 -1.29
C -2.89 -0.41 -1.02
C -2.15 0.85 -1.38
C -4.26 -0.31 -0.81
H -6.98 -2.20 0.01
H -7.02 -0.89 -1.17
H -6.74 -0.53 0.52
H -5.01 -3.51 -0.11
H -3.22 -4.88 -0.10
H -1.67 -4.16 0.37
H -1.99 -4.52 -1.31
H -1.08 0.74 -1.30
H -2.45 1.67 -0.73
H -2.38 1.15 -2.41
H -4.73 0.67 -0.91

***

No. 6
56
Properties=species:S:1:pos:R:3 method="wB97M-V/def2-TZVPD" total_charge=+3 de_lowest_ev=0.000 homo_lumo_gap_ev="5.9 / 5.4" spin_multiplicity=3 e_tot_ev=-93897.37557 homo_energy_ev="-16.5 / -16.5"
W -1.20 -0.04 -1.61
I 1.65 -0.79 -2.24
C 3.02 -0.97 -0.52
C 4.35 -1.00 -0.88
C 5.34 -1.00 0.10
C 4.98 -0.97 1.42
C 3.63 -1.00 1.81
C 3.31 -1.02 3.18
C 2.02 -1.06 3.62
C 0.99 -1.09 2.68
C 1.24 -1.06 1.32
P -0.35 -1.10 0.43
C -1.25 -2.62 0.81
C -0.68 -3.73 1.43
C -1.44 -4.88 1.56
C -2.74 -4.93 1.08
C -3.30 -3.82 0.46
C -2.56 -2.67 0.30
C -1.24 0.37 1.06
C -2.42 0.39 1.80
C -3.08 1.59 2.03
C -2.59 2.77 1.48
C -1.40 2.78 0.77
C -0.71 1.58 0.54
C 2.58 -1.01 0.82
H 4.63 -1.00 -1.93
H 6.38 -0.99 -0.20
H 5.74 -0.94 2.19
H 4.13 -1.00 3.88
H 1.79 -1.07 4.67
H -0.04 -1.13 3.03
H 0.33 -3.69 1.80
H -1.00 -5.75 2.03
H -3.32 -5.84 1.19
H -4.32 -3.87 0.11
H -2.98 -1.79 -0.20
H -2.82 -0.53 2.22
H -3.97 1.61 2.63
H -3.12 3.70 1.64
H -0.98 3.71 0.42
H 0.31 1.61 0.17
Cl -1.51 -1.05 -5.44
Si -1.71 -1.52 -3.52
Cl -2.22 -3.43 -3.21
Cl -3.27 0.71 -1.36
C -1.06 4.81 -3.69
N -0.06 4.01 -3.02
C 1.17 4.66 -2.59
C -0.29 2.79 -2.73
N -0.46 1.66 -2.46
H -0.57 5.56 -4.31
H -1.68 5.33 -2.96
H -1.70 4.19 -4.32
H 1.65 5.14 -3.45
H 1.86 3.94 -2.15
H 0.94 5.44 -1.86